Entry from OMol25: C33H31NOP2PdS2 as an isolated structure (ωB97M-V/def2-TZVPD).

## Properties
total energy	-81976.671	eV
total charge	+2
relative energy (zero: lowest compared OMol25 entry of this formula, charge and spin)	0.1	kcal/mol
molecular weight	690.1	g mol⁻¹
orbital gap	6.7	eV

Positions of all 71 atoms, in Å:
Pd 0.7758 -0.1844 -1.6267
S 0.3907 2.2152 -1.5774
P -0.5714 1.6684 0.1159
C -0.2156 -0.0560 -0.1015
P -0.4859 -1.7193 0.4521
S 0.5295 -2.5316 -1.1013
C -2.2441 -1.9936 0.4632
C -2.9992 -1.5070 1.5364
C -4.3758 -1.6245 1.5046
C -4.9942 -2.2287 0.4137
C -4.2437 -2.7110 -0.6492
C -2.8622 -2.5884 -0.6343
C 0.2111 -1.9575 2.0687
C 1.3487 -1.2304 2.4289
C 1.9427 -1.4594 3.6563
C 1.4138 -2.4194 4.5126
C 0.2906 -3.1500 4.1498
C -0.3184 -2.9225 2.9256
C -2.3396 1.8633 0.1325
C -3.0841 1.2009 -0.8496
C -4.4600 1.3226 -0.8583
C -5.0911 2.1123 0.0980
C -4.3517 2.7818 1.0622
C -2.9704 2.6593 1.0877
C 0.1690 2.2271 1.6353
C -0.3384 1.7584 2.8522
C 0.2544 2.1581 4.0346
C 1.3446 3.0233 4.0045
C 1.8487 3.4844 2.7973
C 1.2677 3.0822 1.6033
H -2.5136 -1.0537 2.3926
H -4.9686 -1.2588 2.3319
H -6.0713 -2.3304 0.3987
H -4.7322 -3.1886 -1.4874
H -2.2666 -2.9580 -1.4597
H 1.7634 -0.4833 1.7592
H 2.8180 -0.8947 3.9476
H 1.8842 -2.6007 5.4698
H -0.1111 -3.8982 4.8190
H -1.1943 -3.4923 2.6418
H -2.5882 0.6008 -1.6043
H -5.0432 0.8135 -1.6136
H -6.1681 2.2146 0.0827
H -4.8482 3.4075 1.7910
H -2.3939 3.1890 1.8344
H -1.1915 1.0895 2.8740
H -0.1327 1.8036 4.9802
H 1.8004 3.3416 4.9326
H 2.6933 4.1593 2.7831
H 1.6593 3.4314 0.6565
O 0.4066 -0.5327 -3.8449
C 1.4158 -0.9366 -4.7997
C 2.2116 0.2521 -5.3001
C 2.7115 1.1612 -4.1682
C 3.5271 0.4187 -3.1512
C 4.9111 0.3724 -3.2690
C 5.6640 -0.3553 -2.3673
C 5.0116 -1.0370 -1.3512
C 3.6385 -0.9554 -1.2858
N 2.9047 -0.2461 -2.1601
H -0.2183 0.0691 -4.2679
H 0.9304 -1.4657 -5.6193
H 2.0404 -1.6481 -4.2622
H 1.6016 0.8498 -5.9818
H 3.0537 -0.1240 -5.8856
H 1.8647 1.6443 -3.6821
H 3.3207 1.9557 -4.5973
H 5.3852 0.9149 -4.0756
H 6.7415 -0.3916 -2.4554
H 5.5513 -1.6250 -0.6233
H 3.0896 -1.4860 -0.5190

Forces on atoms 1 to 2 (eV/Å):
Pd -0.1 0.0 0.0
S 0.0 0.0 0.1